Record 1
# C22H22N6O2V

A molecular structure, C22H22N6O2V at a distorted geometry (the ωB97M-V functional and the def2-TZVPD basis, the OMol25 dataset).

```
53
Properties=species:S:1:pos:R:3:forces:R:3:mulliken_charge:R:1
V -0.057 0.221 0.456 0.354 1.865 -0.077 0.330
C -2.471 3.999 0.391 0.827 -1.085 0.411 -0.874
C -2.990 3.903 -0.921 -0.232 0.505 0.819 -0.603
C -2.681 2.799 -1.688 1.218 -1.536 0.535 -0.772
C -2.001 1.748 -1.046 0.488 0.963 0.364 0.807
N -1.405 1.799 0.211 -0.730 0.107 -1.254 0.375
C -1.673 2.933 0.910 0.364 1.028 0.511 -0.274
C -1.989 0.450 -1.632 -1.326 -2.769 -1.786 1.003
C -3.051 0.065 -2.502 1.807 -1.746 1.200 -1.214
C -3.211 -1.294 -2.914 1.860 1.259 0.989 -0.635
C -2.257 -2.209 -2.444 0.757 0.787 0.744 -0.872
C -1.253 -1.791 -1.538 -0.458 -0.083 -1.350 -0.101
N -1.090 -0.504 -1.177 -0.410 1.343 1.156 0.398
H -2.608 4.896 1.020 -0.118 -0.658 -0.403 0.461
H -3.695 4.641 -1.302 0.425 0.212 0.042 0.519
H -2.868 2.622 -2.757 -0.455 0.613 0.665 0.609
H -1.169 2.972 1.900 -0.692 0.295 -0.746 0.601
H -3.769 0.797 -2.709 -1.003 0.722 -0.581 0.588
H -3.976 -1.600 -3.592 -0.553 -0.087 -0.288 0.532
H -2.230 -3.228 -2.782 -0.200 -0.344 0.036 0.513
H -0.482 -2.452 -1.176 -0.057 -0.394 0.014 0.476
O 3.294 -1.575 -0.095 -1.007 0.024 -0.193 -0.403
C 3.045 -2.970 0.123 -0.155 0.676 -1.076 -0.406
N 2.956 -3.288 1.544 -2.008 -0.558 -0.327 -0.125
C 1.777 -3.975 1.976 1.336 -3.090 0.208 0.146
O 1.732 -5.144 2.402 -0.080 4.012 -1.058 -0.457
C 0.513 -3.171 1.836 -0.052 0.839 -0.068 -0.107
C -0.735 -3.793 1.873 0.275 1.445 0.206 -0.492
C -1.883 -3.026 1.927 -1.300 -0.088 0.001 -0.617
C -1.843 -1.616 1.921 -0.253 -1.870 1.060 -0.214
N -0.653 -1.024 1.898 1.721 0.482 -1.814 -0.449
C 0.521 -1.785 1.792 -1.609 -0.089 0.368 0.624
H 4.127 -1.323 0.290 0.792 0.092 0.275 0.288
H 3.870 -3.581 -0.299 -0.607 0.382 0.003 0.427
H 2.111 -3.091 -0.496 0.788 -0.575 0.945 0.181
H 3.754 -3.842 1.735 0.832 -0.780 0.920 0.361
H -0.730 -4.832 1.957 -0.309 -1.752 0.012 0.679
H -2.857 -3.553 1.993 0.610 0.588 0.013 0.525
H -2.734 -1.059 2.165 -0.138 0.447 -0.522 0.532
H 1.409 -1.237 1.949 1.320 0.585 -0.076 0.624
N 2.375 0.963 -1.854 -1.597 0.238 3.453 -0.193
C 2.253 1.842 -0.835 -0.655 -0.586 -0.503 0.794
C 2.566 3.197 -0.894 0.347 2.643 1.182 -0.825
C 2.426 4.054 0.240 0.407 -0.127 -2.149 -0.252
C 1.854 3.598 1.430 0.041 -2.898 -0.676 -0.774
C 1.721 2.166 1.465 -0.250 0.876 1.974 -0.062
N 1.740 1.370 0.354 -1.252 -1.121 0.088 0.139
H 2.916 1.244 -2.611 0.979 0.076 -1.879 0.320
H 2.304 0.006 -1.510 0.760 -0.164 -0.859 -0.022
H 2.877 3.688 -1.818 0.225 -0.491 0.124 0.443
H 2.809 5.101 0.187 -0.583 -0.855 -0.197 0.436
H 1.574 4.301 2.196 0.451 -0.322 0.712 0.559
H 1.839 1.588 2.447 -0.896 0.964 -1.151 0.453
```
Positions in Å, forces in eV/Å.

- HOMO energy (alpha / beta): -21.05 / -21.02 eV
- 2S+1: 2
- ⟨S²⟩: 0.8273
- F_max: 4.15 eV/A
- Net charge: +4
- Kohn-Sham gap (alpha / beta): 4.601 / 4.788 eV

***

Record 2
# C22H22NO2

2 unconnected molecules or ions with the total composition C22H22NO2 at a distorted geometry (the ωB97M-V functional and the def2-TZVPD basis, the OMol25 dataset).

```
47
Properties=species:S:1:pos:R:3:forces:R:3:mulliken_charge:R:1
C 3.386 -5.734 -0.260 0.768 -0.528 -0.583 -0.371
C 3.720 -4.346 -0.826 0.284 0.075 -0.505 -0.707
C 3.024 -3.428 0.117 -0.173 -0.438 0.289 0.836
C 2.254 -4.214 0.999 0.609 -0.682 -0.806 0.086
O 2.404 -5.573 0.768 -0.998 2.592 0.970 -0.470
C 1.497 -3.582 1.987 -0.154 -1.057 0.104 -1.403
C 1.550 -2.222 2.115 0.331 0.119 -0.188 -0.948
C 2.317 -1.414 1.234 -0.002 0.072 0.184 0.582
C 2.419 -0.009 1.333 -0.744 -0.136 0.508 0.122
C 1.626 0.894 2.076 0.103 -0.326 -0.277 0.663
C 2.061 2.237 2.183 -0.412 0.219 0.356 -0.692
C 1.355 3.121 2.949 -0.229 -0.094 0.308 0.808
C 0.202 2.724 3.656 0.450 1.186 0.533 0.107
O -0.290 3.730 4.474 0.206 -2.536 -1.683 -0.456
C 0.618 4.833 4.393 0.552 0.927 0.362 -0.402
C 1.601 4.558 3.246 0.274 0.420 -0.227 -0.719
C -0.291 1.429 3.479 -0.630 0.385 0.595 -1.235
C 0.401 0.544 2.700 0.075 0.292 -0.131 -0.760
C 3.075 -2.070 0.233 -0.079 -0.366 0.170 -0.537
H 2.985 -6.420 -1.015 0.019 0.199 0.248 0.303
H 4.261 -6.206 0.202 -0.160 0.074 -0.080 0.281
H 4.795 -4.138 -0.843 -0.158 -0.201 -0.095 0.324
H 3.330 -4.216 -1.842 0.124 -0.067 0.127 0.270
H 0.912 -4.187 2.654 -0.115 -0.058 0.305 0.486
H 1.070 -1.772 2.963 -0.033 -0.090 0.113 0.764
H 3.214 0.439 0.763 0.272 0.149 -0.207 0.427
H 2.958 2.565 1.694 0.329 0.004 -0.214 0.534
H 0.036 5.752 4.256 0.082 -0.314 -0.003 0.304
H 1.133 4.896 5.359 -0.097 -0.013 -0.157 0.284
H 2.646 4.735 3.521 -0.241 0.120 0.030 0.358
H 1.370 5.166 2.364 0.074 -0.010 0.152 0.269
H -1.214 1.155 3.955 -0.247 -0.181 0.071 0.475
H -0.035 -0.419 2.512 -0.164 -0.007 -0.009 0.871
H 3.704 -1.508 -0.432 0.137 0.288 -0.214 0.493
C 5.762 -2.404 5.433 0.072 0.367 0.014 -0.912
N 5.697 -1.011 4.997 -0.116 0.039 -0.097 0.164
C 6.160 0.070 5.713 -0.144 0.038 -0.286 -0.431
C 5.925 1.203 4.978 0.176 0.303 0.371 -0.803
C 5.302 0.813 3.785 -0.260 -0.013 -0.382 -0.168
C 5.166 -0.551 3.813 0.064 0.139 0.204 -0.289
H 5.287 -3.054 4.702 -0.018 0.123 -0.069 0.278
H 6.799 -2.709 5.553 0.047 -0.046 -0.017 0.332
H 5.251 -2.519 6.387 -0.048 -0.027 0.044 0.339
H 6.619 0.011 6.686 -0.025 -0.389 -0.027 0.391
H 6.167 2.214 5.267 0.057 -0.101 0.064 0.398
H 4.985 1.472 2.992 0.010 -0.058 -0.062 0.436
H 4.709 -1.172 3.060 0.130 -0.394 0.197 0.320
```
Positions in Å, forces in eV/Å.

- HOMO energy: -10.52 eV
- F_max: 3.05 eV/A
- Net charge: +1
- Kohn-Sham gap: 5.309 eV
- ΔE to the lowest compared entry with this formula, charge and spin: 14.5 kcal per mole

***

Record 3
# C22H23AsN4O7S2V

A molecular structure, C22H23AsN4O7S2V (the ωB97M-V functional and the def2-TZVPD basis, the OMol25 dataset).

```
60
Properties=species:S:1:pos:R:3:forces:R:3:mulliken_charge:R:1
V 0.495 1.080 -1.192 -0.314 -0.190 0.134 0.788
O -5.324 2.071 0.565 0.006 -0.024 0.012 -0.619
C -4.031 2.012 0.128 -0.024 0.005 -0.015 0.401
C -3.729 1.715 -1.200 -0.008 -0.037 -0.011 -0.220
C -2.399 1.574 -1.545 0.081 0.003 -0.031 -0.026
N -1.446 1.688 -0.628 0.016 0.060 -0.125 0.322
C -1.706 2.167 0.580 0.071 0.088 0.044 0.171
C -3.007 2.325 1.018 0.005 0.004 0.044 -0.582
C -0.434 2.648 1.291 -0.009 -0.095 -0.026 0.115
O -0.506 2.988 2.480 0.000 0.020 0.013 -0.790
O 0.583 2.665 0.534 0.026 0.046 0.003 -0.686
C -1.829 1.452 -2.969 0.080 0.028 0.001 0.509
O -2.616 1.338 -3.907 -0.047 -0.016 0.025 -0.795
O -0.561 1.579 -3.007 0.017 -0.001 -0.023 -0.674
H -5.774 1.269 0.246 0.001 0.015 0.004 0.429
H -4.500 1.590 -1.948 0.000 -0.003 0.003 0.448
H -3.215 2.671 2.021 0.000 -0.003 0.000 0.552
S 0.742 -3.660 0.615 0.019 -0.004 -0.004 -0.507
C -0.800 -2.923 0.420 -0.043 -0.001 0.010 -0.468
C -1.816 -3.238 1.356 -0.002 0.010 -0.008 -0.685
C -3.100 -2.727 1.299 -0.006 -0.020 0.028 0.565
C -4.057 -3.096 2.303 -0.023 0.024 -0.028 -0.046
N -4.827 -3.401 3.104 0.023 -0.015 0.011 -0.666
C -3.449 -1.868 0.241 0.007 -0.003 -0.032 0.415
C -2.469 -1.554 -0.697 -0.036 0.004 0.003 -0.960
C -1.152 -2.003 -0.622 0.043 0.020 -0.019 0.355
S -0.068 -1.436 -1.885 0.016 -0.003 0.012 -0.356
C -4.746 -1.290 0.119 0.011 -0.011 0.098 0.164
N -5.781 -0.786 0.023 0.001 0.010 -0.059 -0.898
H -1.555 -3.914 2.159 -0.001 0.002 0.002 0.452
H -2.740 -0.925 -1.533 0.007 0.007 -0.011 0.902
C 2.197 1.468 3.715 0.029 -0.011 0.034 -1.007
N 2.327 0.976 2.356 0.020 -0.011 0.011 0.321
C 3.256 1.707 1.514 -0.002 0.018 -0.055 -1.036
C 1.361 0.224 1.783 -0.024 -0.035 0.024 0.306
C 0.298 -0.353 2.679 -0.022 0.044 -0.003 -0.983
O 1.347 0.005 0.572 -0.005 0.039 0.002 0.394
H 3.170 1.843 4.036 -0.005 -0.010 0.007 0.348
H 1.904 0.671 4.396 -0.013 0.009 -0.011 0.324
H 1.462 2.278 3.762 -0.003 0.003 -0.009 0.278
H 4.283 1.523 1.847 -0.012 0.004 0.028 0.347
H 3.035 2.775 1.563 -0.005 -0.003 -0.022 0.361
H 3.137 1.388 0.482 0.002 0.002 0.001 0.173
H 0.734 -0.972 3.465 0.002 -0.013 -0.013 0.522
H -0.355 -0.970 2.070 0.010 -0.001 -0.010 -0.460
H -0.271 0.458 3.138 0.004 -0.013 0.009 0.432
C 3.317 -1.824 -1.030 -0.051 -0.004 0.047 -0.382
As 3.078 -0.516 -2.399 0.103 0.079 -0.068 1.137
C 4.890 -0.143 -2.991 -0.019 0.017 0.004 -1.370
C 2.227 -1.202 -3.982 -0.041 0.010 0.011 -1.117
O 2.477 0.965 -1.930 0.061 -0.031 -0.005 -0.794
H 3.913 -2.643 -1.435 0.016 0.009 -0.007 0.484
H 2.345 -2.191 -0.687 0.002 -0.011 -0.008 -0.426
H 3.840 -1.340 -0.205 0.020 0.002 -0.014 0.309
H 5.349 -1.041 -3.407 0.002 -0.002 0.005 0.380
H 5.472 0.209 -2.141 -0.002 -0.003 0.000 0.352
H 4.850 0.639 -3.747 -0.001 -0.005 -0.001 0.376
H 2.877 -1.015 -4.838 0.006 -0.006 -0.002 0.414
H 1.283 -0.669 -4.096 0.008 0.001 -0.007 0.343
H 2.016 -2.261 -3.861 0.002 0.001 0.002 0.366
```
Positions in Å, forces in eV/Å.

- HOMO energy (alpha / beta): -1.23 / -1.35 eV
- 2S+1: 4
- ⟨S²⟩: 3.7575
- F_max: 0.39 eV/A
- Net charge: -2
- Kohn-Sham gap (alpha / beta): 5.449 / 5.571 eV
- ΔE to the lowest compared entry with this formula, charge and spin: 30.7 kcal per mole